Entry 1:
Computed, not measured: an isolated molecule of C7H4, with wB97M-V/def2-TZVPD.

Last column: Löwdin spin population.
CARTESIAN COORDINATES (ANGSTROEM)
1 C -1.750288 0.479511 0.003686  0.099
2 C -1.826973 -0.837031 -0.165977  0.673
3 C 1.137184 -0.465547 -0.547683  0.178
4 C 0.267241 -1.241118 0.268046  0.493
5 C -1.261444 1.580203 -0.018598  0.315
6 C -0.991087 -1.815634 0.118924  0.115
7 C 0.724067 0.087724 0.599851  0.070
8 H 1.885051 -0.524854 -1.332265  0.013
9 H -0.920210 2.540481 -0.351615  0.022
10 H -1.029799 -2.844100 -0.010335  0.017
11 H 0.658573 0.722301 1.470619  0.005

Forces on the atoms, in the same order (eV/Å):
C -0.1 -0.2 -1.0
C -3.0 -1.0 1.2
C 1.5 0.4 0.6
C 2.4 0.0 1.3
C -0.5 2.4 -0.5
C 0.2 1.1 -0.8
C 0.3 -1.5 -0.7
H -0.2 0.3 0.2
H -0.1 -0.1 0.5
H -0.7 -1.7 -0.4
H 0.4 0.3 -0.5

Output
<S²>: 2.073
Multiplicity: 3
Energy above the lowest of the compared OMol25 structures with the same formula, charge and spin (kcal per mole): 24.27
Frontier orbital gap (alpha / beta) (eV): 6.26 / 7.69
LUMO energy (alpha / beta) (eV): 0.58 / -1.05
Total energy (eV): -7313.230



Entry 2:
Computed, not measured: a cluster of 13 separate species, C7H40N14O13 in total, with wB97M-V/def2-TZVPD.

Last column: Mulliken charge in e.
CARTESIAN COORDINATES (ANGSTROEM)
1 C -3.934689 11.118640 9.893679  0.279
2 O -3.220161 11.093808 8.837246  -0.862
3 N -4.975682 10.284453 9.957205  -0.293
4 N -3.636134 12.009864 10.855724  -0.016
5 H -4.892308 9.747327 9.085334  0.268
6 H -5.040238 9.726653 10.791489  0.192
7 H -2.831878 12.523459 10.635086  0.263
8 H -4.223612 12.221311 11.648339  0.166
9 C -8.380830 9.739905 17.106023  0.639
10 O -8.713895 10.827503 17.539066  -0.660
11 N -7.832580 8.722758 17.872528  -0.480
12 N -8.435322 9.500464 15.725308  -0.335
13 H -7.167680 8.105613 17.433447  0.234
14 H -7.528543 9.005268 18.770197  0.255
15 H -8.430644 10.302294 15.117470  0.162
16 H -7.996503 8.715256 15.250332  0.246
17 C -1.680861 9.117711 16.443653  0.392
18 O -2.861959 9.308172 16.427866  -0.520
19 N -0.866432 9.506152 15.396684  -0.194
20 N -0.962423 8.379454 17.333969  -0.581
21 H -1.065105 10.103109 14.598588  0.143
22 H 0.048745 9.133367 15.403906  0.234
23 H -1.358782 8.276944 18.277730  0.306
24 H 0.014956 8.737226 17.570163  0.259
25 C -9.239246 13.771595 13.747522  0.671
26 O -8.157521 13.764056 14.253497  -0.692
27 N -9.358103 14.031265 12.438885  -0.474
28 N -10.283088 13.507752 14.471756  -0.403
29 H -8.487478 14.056062 11.961648  0.235
30 H -10.224111 13.672774 11.999289  0.209
31 H -10.162548 13.299317 15.435409  0.228
32 H -11.172453 13.363153 14.043468  0.154
33 C -3.352628 13.374346 14.108651  0.654
34 O -2.193373 13.300208 13.727861  -0.674
35 N -4.399059 13.896460 13.310661  -0.410
36 N -3.782071 12.903041 15.318766  -0.323
37 H -5.332333 14.042353 13.691839  0.157
38 H -4.025331 14.697911 12.786916  0.245
39 H -4.675415 13.163064 15.690598  0.154
40 H -3.323055 12.111584 15.793883  0.161
41 C -0.895047 8.606365 10.394299  0.763
42 O -1.655721 8.472506 11.359291  -0.800
43 N -1.008982 9.507394 9.429157  -0.253
44 N 0.200748 7.807543 10.303146  -0.433
45 H -1.903772 9.995963 9.322093  0.176
46 H -0.384287 9.396291 8.659154  0.179
47 H 1.008145 7.896204 9.676689  0.198
48 H 0.388887 7.299345 11.104487  0.171
49 C -4.832291 9.904817 13.829277  0.326
50 O -5.483418 10.198943 12.822159  -0.849
51 N -5.193744 10.325933 15.013100  0.517
52 N -3.777197 9.053197 13.742335  0.492
53 H -4.683560 10.298096 15.882277  0.189
54 H -5.963463 10.938453 14.894129  -0.217
55 H -3.277954 8.826163 14.548618  -0.290
56 H -3.434220 8.793670 12.847234  -0.045
57 O -0.908506 6.737557 13.308324  -0.793
58 H -0.545241 7.618156 13.561071  0.343
59 H -1.362291 6.951550 12.453036  0.428
60 O -2.955616 5.811297 14.834296  -0.648
61 H -2.709959 4.888296 14.509839  0.293
62 H -2.256641 6.335023 14.357418  0.402
63 O -5.376621 7.060940 16.486119  -0.611
64 H -5.678739 7.057704 15.557453  0.283
65 H -4.541423 6.637963 16.299812  0.257
66 O -7.335325 12.109507 11.400413  -0.608
67 H -6.745162 11.879350 10.697038  0.294
68 H -6.998970 11.543203 12.085543  0.325
69 O -6.822827 12.712027 16.502513  -0.652
70 H -7.445643 13.008254 15.814409  0.432
71 H -7.242408 11.974512 16.919975  0.232
72 O -0.729695 10.644489 12.677360  -0.719
73 H -1.456108 9.979847 12.484620  0.306
74 H -1.098850 11.526974 12.690313  0.326

Forces on the atoms, in the same order (eV/Å):
C 2.5 1.4 -2.0
O -0.8 0.2 1.5
N -0.9 -1.2 -0.8
N -1.2 -1.3 0.0
H -0.5 0.0 0.7
H -0.5 0.1 0.6
H 1.0 1.0 0.1
H 0.1 0.0 0.1
C 1.5 -0.4 -1.3
O -0.3 0.0 0.4
N -0.7 0.2 -1.1
N 0.0 -0.5 0.1
H 0.0 -0.1 -0.2
H 0.0 0.4 0.9
H -0.3 0.3 0.4
H -0.1 0.1 0.8
C 2.2 0.5 -2.4
O -2.0 0.4 0.9
N -0.3 0.0 0.2
N 2.1 0.2 3.4
H -0.4 0.0 0.2
H 0.9 -0.1 0.0
H -0.5 -0.2 -1.0
H -1.7 -0.6 -1.2
C 0.9 0.0 -1.5
O 3.9 0.2 1.7
N -2.7 0.0 -0.7
N -3.3 -0.5 0.7
H 0.4 -0.4 -0.7
H 1.4 0.6 -0.1
H 0.1 -0.2 0.5
H -0.4 0.0 0.2
C -1.0 -0.5 0.7
O -0.4 -0.1 -0.4
N 1.4 0.8 -0.1
N 0.7 -0.5 0.3
H 0.4 -0.1 0.1
H -0.6 -0.6 0.1
H -0.5 -0.2 0.0
H -0.1 1.1 -0.7
C 1.1 0.0 -0.2
O -0.9 -0.1 0.1
N -0.8 0.1 0.1
N 0.9 0.0 -1.4
H 0.3 0.3 -0.4
H 0.0 0.3 -0.4
H -1.0 0.4 0.3
H 0.4 -1.2 1.6
C 1.3 -1.7 -1.4
O -0.5 0.4 -0.8
N -0.8 0.5 1.4
N -0.8 0.6 -0.7
H 0.1 -0.4 -0.3
H -0.6 0.8 0.7
H 0.8 -0.4 1.3
H 0.1 -0.2 -0.6
O 0.2 0.9 -0.5
H -0.4 -0.8 -0.2
H 0.4 0.1 0.7
O 0.9 -1.5 -1.0
H -0.7 1.7 0.8
H -0.5 -0.4 0.5
O -0.7 0.1 -1.1
H -0.3 0.3 0.5
H 1.0 -0.3 0.5
O -0.6 0.6 0.0
H 0.5 -0.2 -1.0
H 0.3 -0.5 1.0
O 0.8 0.7 -0.8
H 0.1 0.2 0.0
H -0.7 -0.7 0.7
O -0.6 -1.4 0.2
H 1.0 1.3 -0.1
H -0.5 0.4 0.1

Output
Energy above the lowest of the compared OMol25 structures with the same formula, charge and spin (kcal per mole): 0.00
Frontier orbital gap (eV): 9.96
LUMO energy (eV): 0.35
Total energy (eV): -55395.811